# 1
Here is 2 unconnected molecules or ions with the total composition C2H2BrClO2S at a distorted geometry from the Open Molecules 2025 dataset. Energies are from the ωB97M-V functional and the def2-TZVPD basis.

Cartesian coordinates (Å):
C -0.02981 0.38078 -0.18192
C -2.03739 0.25223 0.26967
O -4.11400 -0.97834 1.07637
O -3.78980 -0.77203 -1.38142
S -3.25396 -0.94846 -0.06662
Cl -2.15279 -2.71699 0.10688
Br -3.00331 1.79966 0.20912
H 0.18412 1.36978 0.01492
H 0.61116 -0.55176 0.02504

Properties
Spin multiplicity: 1
E_HOMO (spin up / spin down): -9.508 / -10.536 eV
Maximum force: 6.0 eV Å⁻¹

***

# 2
Here is 2 unconnected molecules or ions with the total composition C2H2BrIO at a distorted geometry from the Open Molecules 2025 dataset. Energies are from the ωB97M-V functional and the def2-TZVPD basis.

Cartesian coordinates (Å):
C -0.28154 -0.77168 0.23105
C 0.50481 0.36677 -0.02619
O -0.38413 -1.89623 0.45506
Br 2.44787 -0.17306 -0.39659
I -3.01253 0.52476 -0.21249
H 0.54116 1.01808 0.84827
H 0.18436 0.93136 -0.89910

Properties
Spin multiplicity: 1
E_HOMO (spin up / spin down): -8.822 / -8.808 eV
Maximum force: 3.4 eV Å⁻¹

***

# 3
Here is a single C2H2BrN molecule at a distorted geometry from the Open Molecules 2025 dataset. Energies are from the ωB97M-V functional and the def2-TZVPD basis.

Cartesian coordinates (Å):
Br -0.01948 3.34846 -0.94777
C 0.48191 1.62816 -0.76249
N 1.18438 0.62542 -1.31495
C 0.18958 0.31440 -0.23228
H 0.37597 -0.05384 0.86381
H -0.62242 -0.03859 -0.71044

Properties
SMILES: BrC1=NC1
Spin multiplicity: 1
E_HOMO (spin up / spin down): -10.099 / -10.100 eV
Maximum force: 5.8 eV Å⁻¹

***

# 4
Here is a molecular structure, C2H2BrN at a distorted geometry from the Open Molecules 2025 dataset. Energies are from the ωB97M-V functional and the def2-TZVPD basis.

Cartesian coordinates (Å):
C -0.55709 -0.75572 0.17744
C 0.21247 0.55388 0.28399
N 1.16811 -0.11158 -0.37944
Br -1.07564 -1.84358 -1.10529
H -0.20129 1.40762 -0.24753
H 0.45344 0.74937 1.27082

Properties
Spin multiplicity: 3
E_HOMO (spin up / spin down): -8.748 / -8.674 eV
Maximum force: 3.1 eV Å⁻¹

***

# 5
Here is a single C2H2BrN3 molecule at a distorted geometry from the Open Molecules 2025 dataset. Energies are from the ωB97M-V functional and the def2-TZVPD basis.

Cartesian coordinates (Å):
N -3.66440 2.33436 -1.89101
C -2.66882 1.74478 -1.82809
N -1.63026 1.01411 -1.70948
C -1.06272 0.92629 0.01225
N -0.06375 -0.00554 0.07596
Br -1.89362 1.88255 1.26311
H 0.38541 -0.33112 -0.75498
H 0.56132 0.21325 0.82896

Properties
SMILES: N#C/N=C(/N)Br
Spin multiplicity: 1
E_HOMO (spin up / spin down): -8.394 / -8.394 eV
Maximum force: 8.4 eV Å⁻¹

***

# 6
Here is 2 unconnected molecules or ions with the total composition C2H2BrNO2 at a distorted geometry from the Open Molecules 2025 dataset. Energies are from the ωB97M-V functional and the def2-TZVPD basis.

Cartesian coordinates (Å):
C 0.08077 -0.34722 -0.42528
C 0.83323 0.19949 -1.35537
N 3.00130 1.36970 -0.35314
O 3.22546 1.78046 0.72461
O 3.67811 1.31560 -1.32575
Br 0.84912 0.52738 -3.07439
H -0.71913 -1.06659 -0.65498
H 0.34204 0.03496 0.65467

Properties
Spin multiplicity: 1
E_HOMO (spin up / spin down): -9.842 / -8.727 eV
Maximum force: 2.5 eV Å⁻¹

***

# 7
Here is 2 unconnected molecules or ions with the total composition C2H2BrO2S at a distorted geometry from the Open Molecules 2025 dataset. Energies are from the ωB97M-V functional and the def2-TZVPD basis.

Cartesian coordinates (Å):
C -1.05953 -0.02917 0.35760
C 0.35340 0.50992 0.37173
O -1.15037 -1.35936 0.43175
O -2.01563 0.68222 0.13545
S 1.56528 -0.46150 0.94414
Br 1.93182 0.83437 -2.97248
H 0.58334 1.57086 0.02108
H -0.20831 -1.74734 0.71074

Properties
Spin multiplicity: 1
Net charge: -1
E_HOMO: -3.832 eV
Maximum force: 2.6 eV Å⁻¹

***

# 8
Here is a gas-phase ion, C2H2BrO2S2 (charge -1) at a distorted geometry from the Open Molecules 2025 dataset. Energies are from the ωB97M-V functional and the def2-TZVPD basis.

Cartesian coordinates (Å):
O 2.07827 -0.61728 1.14402
C 1.72894 0.37194 0.51445
O 1.77514 1.58061 0.74202
C 1.07130 -0.02813 -0.94135
S -0.57894 1.01797 -1.21126
S 0.73348 -1.76200 -1.18250
Br 2.45269 0.50180 -2.42092
H -0.58467 1.98018 -0.19520
H 0.81980 -2.13487 0.04744

Properties
SMILES: O=C([O-])C(S)(S)Br
Spin multiplicity: 1
Net charge: -1
E_HOMO: -5.055 eV
Maximum force: 2.1 eV Å⁻¹

***

# 9
Here is 2 unconnected molecules or ions with the total composition C2H2BrO2S2 at a distorted geometry from the Open Molecules 2025 dataset. Energies are from the ωB97M-V functional and the def2-TZVPD basis.

Cartesian coordinates (Å):
C -0.40490 0.76226 -0.10066
C -0.49672 -0.75223 -0.38194
O 0.72864 1.20037 -0.31515
O -1.40038 1.39417 0.31483
S 0.73188 -1.49599 -1.07391
S -1.98888 -1.33656 0.06487
Br 3.04702 -0.12124 1.10031
H 1.91097 -0.15993 0.13645
H -2.12763 0.50916 0.25521

Properties
Spin multiplicity: 1
Net charge: -1
E_HOMO: -4.524 eV
Maximum force: 5.4 eV Å⁻¹

***

# 10
Here is a molecular structure, C2H2BrOS at a distorted geometry from the Open Molecules 2025 dataset. Energies are from the ωB97M-V functional and the def2-TZVPD basis.

Cartesian coordinates (Å):
C -3.10746 1.23957 -0.33863
C -1.97127 -1.87772 0.45852
O -2.88061 2.17810 -1.01275
S -3.30602 0.09289 0.72400
Br -0.14759 -1.81944 -0.22080
H -1.92331 -2.54277 1.41129
H -2.43014 -2.66298 -0.11169

Properties
Spin multiplicity: 1
Net charge: -1
E_HOMO: -1.806 eV
Maximum force: 3.0 eV Å⁻¹

***

# 11
Here is a single C2H2BrP molecule at a distorted geometry from the Open Molecules 2025 dataset. Energies are from the ωB97M-V functional and the def2-TZVPD basis.

Cartesian coordinates (Å):
Br 1.44953 -0.56615 -2.07303
P 1.41878 -0.13107 0.02669
C -0.21188 0.69073 0.33222
C -0.56418 -0.55415 0.40461
H -0.76955 1.65802 0.46959
H -1.32269 -1.09738 0.83991

Properties
SMILES: BrP1=CC=1
Spin multiplicity: 1
E_HOMO: -9.267 eV
Maximum force: 4.5 eV Å⁻¹

***

# 12
Here is a single C2H2Cl2F2 molecule at a distorted geometry from the Open Molecules 2025 dataset. Energies are from the ωB97M-V functional and the def2-TZVPD basis.

Cartesian coordinates (Å):
F 0.35074 -0.86315 1.37972
C 0.64097 -0.47563 0.13881
F 1.84267 0.12556 -0.10045
C -0.50107 0.43119 -0.22393
Cl -0.45401 2.00544 0.56080
Cl -1.96308 -0.41002 0.19002
H 0.28035 -1.26324 -0.76067
H -0.19655 0.44984 -1.18429

Properties
SMILES: FC(F)C(Cl)Cl
Spin multiplicity: 1
E_HOMO: -11.154 eV
Maximum force: 4.3 eV Å⁻¹

***

# 13
Here is a single C2H2Cl2F2 molecule at a distorted geometry from the Open Molecules 2025 dataset. Energies are from the ωB97M-V functional and the def2-TZVPD basis.

Cartesian coordinates (Å):
F 0.08689 1.08845 -1.16134
C -0.28877 -0.13316 -0.63987
F -0.81646 -0.62255 -1.81252
Cl 1.29912 -0.69560 -0.33926
C -1.13027 -0.08613 0.51563
Cl -0.20657 0.55069 1.89944
H -2.09316 0.69064 0.31809
H -1.39970 -1.10459 0.66891

Properties
SMILES: FC(F)(Cl)CCl
Spin multiplicity: 1
E_HOMO: -11.220 eV
Maximum force: 6.2 eV Å⁻¹

***

# 14
Here is a single C2H2Cl2F2 molecule at a distorted geometry from the Open Molecules 2025 dataset. Energies are from the ωB97M-V functional and the def2-TZVPD basis.

Cartesian coordinates (Å):
F -1.23686 1.25071 0.02977
C -0.64255 0.14292 -0.43135
F -1.37576 -0.90989 -0.22870
C 0.63850 -0.21612 0.28823
Cl 0.47029 -0.18366 2.02442
Cl 1.89247 0.80190 -0.23942
H -0.52770 0.30331 -1.51694
H 0.78161 -1.18916 0.07398

Properties
SMILES: FC(F)C(Cl)Cl
Spin multiplicity: 1
E_HOMO: -11.331 eV
Maximum force: 3.5 eV Å⁻¹

***

# 15
Here is a single C2H2Cl2N2S molecule at a distorted geometry from the Open Molecules 2025 dataset. Energies are from the ωB97M-V functional and the def2-TZVPD basis.

Cartesian coordinates (Å):
Cl -3.00794 1.33051 0.12708
C -1.49485 0.67095 -0.07109
C -0.34911 0.92634 -0.69186
S 1.00045 -0.10574 -0.28970
N 0.00608 -0.98063 0.90941
N -1.24586 -0.79158 0.84938
Cl -1.91950 -2.12303 -0.47530
H -0.31713 1.70375 -1.42899
H 0.44476 -1.87793 0.95264

Properties
SMILES: ClC1=CSNN1Cl
Spin multiplicity: 1
E_HOMO: -8.408 eV
Maximum force: 4.6 eV Å⁻¹

***

# 16
Here is 2 unconnected molecules or ions with the total composition C2H2Cl2N2S at a distorted geometry from the Open Molecules 2025 dataset. Energies are from the ωB97M-V functional and the def2-TZVPD basis.

Cartesian coordinates (Å):
S 0.25442 -2.53753 -0.78959
N 0.46025 -1.16603 -0.00039
N 1.32042 -0.25768 -0.04483
Cl 2.57311 -0.50266 -1.17921
H -0.27238 -0.79380 0.56542
C -0.59623 1.67258 -0.10245
C -1.41184 1.20101 0.65809
Cl -2.38909 0.15743 1.47606
H 0.06134 2.22668 -0.58309

Properties
SMILES: [S-]/[NH+]=N\Cl.C#CCl
Spin multiplicity: 1
E_HOMO (spin up / spin down): -9.173 / -9.173 eV
Maximum force: 5.2 eV Å⁻¹

***

# 17
Here is 2 unconnected molecules or ions with the total composition C2H2Cl2O2 at a distorted geometry from the Open Molecules 2025 dataset. Energies are from the ωB97M-V functional and the def2-TZVPD basis.

Cartesian coordinates (Å):
Cl 0.76147 1.69282 -0.44287
C 1.42850 0.02988 -0.16054
Cl 0.93360 -1.13354 -1.44923
H 0.86998 -0.35151 0.78023
H 2.54888 -0.04956 -0.16055
O -2.83673 0.18395 -0.42623
C -2.12312 -0.05918 0.44619
O -1.58257 -0.31287 1.41300

Properties
SMILES: ClCCl.O=C=O
Spin multiplicity: 1
E_HOMO: -11.206 eV
Maximum force: 3.0 eV Å⁻¹

***

# 18
Here is a single C2H2Cl2O2S molecule at a distorted geometry from the Open Molecules 2025 dataset. Energies are from the ωB97M-V functional and the def2-TZVPD basis.

Cartesian coordinates (Å):
O -2.77985 -0.03947 0.67300
S -1.54616 0.12773 -0.02712
O -1.52474 0.14973 -1.45967
C -0.12326 -0.22344 0.71888
C 1.09612 -0.04737 -0.31665
Cl 1.94500 1.48482 0.10392
Cl 2.19724 -1.40133 -0.12310
H -0.00284 -0.07679 1.76733
H 0.73850 0.02612 -1.33659

Properties
SMILES: O=S(=O)=CC(Cl)Cl
Spin multiplicity: 1
E_HOMO: -10.322 eV
Maximum force: 3.7 eV Å⁻¹

***

# 19
Here is a single C2H2Cl2O2S molecule at a distorted geometry from the Open Molecules 2025 dataset. Energies are from the ωB97M-V functional and the def2-TZVPD basis.

Cartesian coordinates (Å):
C 0.54186 1.48600 0.43382
C -0.16296 0.36457 0.60110
Cl -0.73017 -0.34034 2.07670
S -0.41996 -0.92196 -0.77941
O -0.39038 -0.55054 -2.15872
O -1.51813 -1.71655 -0.36022
Cl 1.22159 -1.98056 -0.39617
H 0.72144 1.50484 -0.63990
H 0.73672 2.15454 1.22279

Properties
SMILES: C=C(Cl)S(=O)(=O)Cl
Spin multiplicity: 1
E_HOMO: -10.856 eV
Maximum force: 3.7 eV Å⁻¹

***

For the records above, the corresponding relative energy (zero: lowest compared OMol25 entry of this formula, charge and spin) values read 452.4 109.5 224.6 338.6 326.6 595.7 50.9 89.3 41.7 223.1 47.9 146.0 92.0 31.4 250.3 382.5 26.7 208.3 164.9 kJ/mol.